(1)
This record from OMol25 describes a structure of composition C2H2OS. The level of theory is the ωB97M-V functional and the def2-TZVPD basis.

Properties
HOMO-LUMO gap (Eh): 0.3678
E_HOMO (eV): -9.81
2S+1: 1
Charge: 0

```
6
C2H2OS | OMol25 | the ωB97M-V functional and the def2-TZVPD basis
C -0.678 -0.515 0.013
C 0.500 0.293 0.105
O -1.213 -1.554 -0.137
S -1.070 1.198 0.068
H 1.129 0.357 0.977
H 1.333 0.222 -1.027
```

Here is what natural (NBO) gives for the atomic charges, in e: atom 1 (C): 0.445, atom 2 (C): -0.566, atom 3 (O): -0.474, atom 4 (S): 0.133, atom 5 (H): 0.243, atom 6 (H): 0.218

(2)
This record from OMol25 describes a structure of composition C2H2OS2. The level of theory is the ωB97M-V functional and the def2-TZVPD basis.

Properties
HOMO-LUMO gap (alpha / beta) (Eh): 0.2761 / 0.2762
E_HOMO (alpha / beta) (eV): -9.81 / -9.81
2S+1: 1
Charge: 0

```
7
C2H2OS2 | OMol25 | the ωB97M-V functional and the def2-TZVPD basis
C 0.988 0.248 0.720
C 0.055 -0.172 -0.134
O -2.390 -0.256 0.371
S 2.218 0.543 -0.507
S 0.626 0.026 -1.771
H 1.261 0.225 1.745
H -2.758 -0.614 -0.424
```

Here is what natural (NBO) gives for the atomic charges, in e: atom 1 (C): -0.498, atom 2 (C): 0.091, atom 3 (O): -0.755, atom 4 (S): 0.242, atom 5 (S): 0.225, atom 6 (H): 0.267, atom 7 (H): 0.429

(3)
This record from OMol25 describes a cluster of 2 separate species, C2H2OS2 in total. The level of theory is the ωB97M-V functional and the def2-TZVPD basis.

Properties
HOMO-LUMO gap (alpha / beta) (Eh): 0.2904 / 0.3047
E_HOMO (alpha / beta) (eV): -7.20 / -10.56
2S+1: 3
Charge: 0

```
7
C2H2OS2 | OMol25 | the ωB97M-V functional and the def2-TZVPD basis
C -0.258 2.123 0.333
C 0.178 -1.784 -0.226
O -1.213 1.641 -0.096
S 0.833 -0.459 -0.855
S 0.963 2.843 0.897
H -0.298 -2.452 -0.828
H -0.205 -1.912 0.774
```

Here is what natural (NBO) gives for the atomic charges, in e: atom 1 (C): 0.404, atom 2 (C): -0.811, atom 3 (O): -0.453, atom 4 (S): 0.354, atom 5 (S): 0.045, atom 6 (H): 0.225, atom 7 (H): 0.237

(4)
This record from OMol25 describes the molecule C2H2S. The level of theory is the ωB97M-V functional and the def2-TZVPD basis.

Properties
HOMO-LUMO gap (Eh): 0.2891
E_HOMO (eV): -8.35
2S+1: 1
SMILES: C=C=S
Charge: 0

```
5
C2H2S | OMol25 | the ωB97M-V functional and the def2-TZVPD basis
C 0.139 0.509 -0.455
C 0.045 -0.737 0.090
S -0.115 -1.244 1.562
H 0.745 0.891 -1.126
H -0.814 0.581 -0.071
```

Here is what natural (NBO) gives for the atomic charges, in e: atom 1 (C): -0.493, atom 2 (C): -0.101, atom 3 (S): 0.088, atom 4 (H): 0.229, atom 5 (H): 0.277

(5)
This record from OMol25 describes the molecule C2H2S2. The level of theory is the ωB97M-V functional and the def2-TZVPD basis.

Properties
HOMO-LUMO gap (Eh): 0.2648
E_HOMO (eV): -9.36
2S+1: 1
SMILES: S=CC=S
Charge: 0

```
6
C2H2S2 | OMol25 | the ωB97M-V functional and the def2-TZVPD basis
S 0.091 2.073 0.058
C 0.537 0.476 -0.026
C -0.409 -0.543 0.153
S -0.149 -2.052 -0.130
H 1.565 0.277 -0.010
H -1.403 -0.200 0.389
```

Here is what natural (NBO) gives for the atomic charges, in e: atom 1 (S): 0.101, atom 2 (C): -0.307, atom 3 (C): -0.406, atom 4 (S): 0.181, atom 5 (H): 0.214, atom 6 (H): 0.216

(6)
This record from OMol25 describes a cluster of 2 separate species, C2H2Si in total. The level of theory is the ωB97M-V functional and the def2-TZVPD basis.

Properties
HOMO-LUMO gap (Eh): 0.2868
E_HOMO (eV): -9.88
2S+1: 1
Charge: 0

```
5
C2H2Si | OMol25 | the ωB97M-V functional and the def2-TZVPD basis
C 0.932 -3.464 1.244
C 0.668 -2.239 0.930
Si 0.121 -0.642 0.422
H -0.095 -0.092 -1.450
H 0.127 0.278 1.516
```

Here is what natural (NBO) gives for the atomic charges, in e: atom 1 (C): 0.151, atom 2 (C): -1.122, atom 3 (Si): 1.217, atom 4 (H): -0.088, atom 5 (H): -0.158

Short version: energy relative to the best compared isomer or geometry (same formula, charge and spin) = 0.857; 5.740; 0.261; 2.206; 0.605; 1.223 eV, in the order given.